(1)
C2H3NO | wB97M-V/def2-TZVPD

The geometry in XYZ format:
```
7
Properties=species:S:1:pos:R:3:forces:R:3:lowdin_charge:R:1
N -1.634413 -0.519226 -0.576906 0.16 -0.17 -0.16 0.06
H -2.670848 1.457049 -0.486103 0.53 -0.85 -0.34 0.07
H 1.604837 -1.439118 0.134909 -0.32 0.22 -0.71 0.08
C 1.557339 -0.360491 0.374706 1.12 0.22 1.69 -0.18
H 1.421744 -0.197839 1.487658 -0.40 0.05 -0.71 0.08
O 1.869852 0.558309 -0.330339 -0.44 -0.48 -0.29 -0.02
C -2.148512 0.501313 -0.603922 -0.66 1.00 0.52 -0.08
```
Positions in Å, forces in eV/Å.

Computed properties:
- Orbital gap: 11.0 eV
- HOMO level: -9.976 eV
- E_LUMO: 1.0 eV
- SMILES string: C#N.C=O
- E: -5658.313 eV

---

(2)
C2H3NO2 | wB97M-V/def2-TZVPD

The geometry in XYZ format:
```
8
Properties=species:S:1:pos:R:3:forces:R:3:lowdin_charge:R:1
H -0.577508 -0.579327 1.897056 0.22 0.14 -0.06 0.09
N 0.695045 -0.320757 0.283524 -0.44 -0.06 1.02 0.03
O -0.538506 0.094161 -0.298621 0.14 0.09 -0.22 -0.09
O 0.578736 0.792539 -2.164952 0.25 0.02 -0.23 0.10
H -1.424735 0.983917 -1.823555 0.03 -0.08 -0.09 0.14
C -0.415169 0.655003 -1.539850 -0.16 -0.08 0.57 -0.35
C 0.439702 -0.618048 1.498465 0.27 -0.40 -0.32 0.00
H 1.242435 -1.007489 2.147933 -0.31 0.38 -0.67 0.09
```
Positions in Å, forces in eV/Å.

Computed properties:
- Orbital gap: 11.7 eV
- HOMO level: -10.869 eV
- E_LUMO: 0.8 eV
- SMILES string: C=NOC=O
- E: -7705.535 eV

---

Which of these has the highest E_LUMO? C2H3NO

---

Look up the HOMO level of the second one. -10.869 eV

---

Please write out number 2 again, unchanged.
C2H3NO2 | wB97M-V/def2-TZVPD

The geometry in XYZ format:
```
8
Properties=species:S:1:pos:R:3:forces:R:3:lowdin_charge:R:1
H -0.577508 -0.579327 1.897056 0.22 0.14 -0.06 0.09
N 0.695045 -0.320757 0.283524 -0.44 -0.06 1.02 0.03
O -0.538506 0.094161 -0.298621 0.14 0.09 -0.22 -0.09
O 0.578736 0.792539 -2.164952 0.25 0.02 -0.23 0.10
H -1.424735 0.983917 -1.823555 0.03 -0.08 -0.09 0.14
C -0.415169 0.655003 -1.539850 -0.16 -0.08 0.57 -0.35
C 0.439702 -0.618048 1.498465 0.27 -0.40 -0.32 0.00
H 1.242435 -1.007489 2.147933 -0.31 0.38 -0.67 0.09
```
Positions in Å, forces in eV/Å.

Computed properties:
- Orbital gap: 11.7 eV
- HOMO level: -10.869 eV
- E_LUMO: 0.8 eV
- SMILES string: C=NOC=O
- E: -7705.535 eV

---

Repeat the first record exactly.
C2H3NO | wB97M-V/def2-TZVPD

The geometry in XYZ format:
```
7
Properties=species:S:1:pos:R:3:forces:R:3:lowdin_charge:R:1
N -1.634413 -0.519226 -0.576906 0.16 -0.17 -0.16 0.06
H -2.670848 1.457049 -0.486103 0.53 -0.85 -0.34 0.07
H 1.604837 -1.439118 0.134909 -0.32 0.22 -0.71 0.08
C 1.557339 -0.360491 0.374706 1.12 0.22 1.69 -0.18
H 1.421744 -0.197839 1.487658 -0.40 0.05 -0.71 0.08
O 1.869852 0.558309 -0.330339 -0.44 -0.48 -0.29 -0.02
C -2.148512 0.501313 -0.603922 -0.66 1.00 0.52 -0.08
```
Positions in Å, forces in eV/Å.

Computed properties:
- Orbital gap: 11.0 eV
- HOMO level: -9.976 eV
- E_LUMO: 1.0 eV
- SMILES string: C#N.C=O
- E: -5658.313 eV